{
  "formula": "C5H6O",
  "method": "ωB97M-V/def2-TZVPD",
  "max_force_ha_per_bohr": 0.01161,
  "e_above_lowest_kcal_mol": 34.6,
  "e_lumo_ha": 0.0275,
  "smiles": "CC#CC(C)=O",
  "species": ["C", "C", "C", "C", "C", "O", "H", "H", "H", "H", "H", "H"],
  "coordinates": [[-2.65535, 0.21570, -0.59357], [-1.26468, 0.08720, -0.17746], [-0.10848, -0.09732, 0.11709], [1.23363, -0.65603, 0.24196], [2.40068, 0.23918, 0.56031], [1.37981, -1.84756, 0.05622], [-2.88222, 1.23050, -0.92851], [-2.83051, -0.47399, -1.42454], [-3.34224, -0.05513, 0.21493], [2.43450, 1.10913, -0.10329], [2.33154, 0.61236, 1.58751], [3.30333, -0.36404, 0.44935]],
  "forces_ev_per_a": [[-0.07, 0.03, -0.05], [0.49, -0.03, 0.18], [-0.54, -0.08, -0.25], [0.10, -0.36, -0.07], [0.07, 0.00, 0.00], [0.01, 0.37, 0.12], [0.00, -0.10, 0.07], [-0.04, 0.10, 0.07], [0.16, 0.08, -0.08], [-0.07, -0.14, 0.07], [-0.07, -0.05, -0.11], [-0.04, 0.18, 0.05]]
}